# 1
{
  "formula": "C10H14N3O2",
  "method": "ωB97M-V/def2-TZVPD",
  "smiles": "CC[NH2+]N1[C@H](c2ccccc2)[C@@H]1[N+](=O)[O-]",
  "homo_ev": -12.344,
  "molar_mass_g_mol": 208.2,
  "total_charge": 1,
  "energy_ha": -703.72043,
  "spin_multiplicity": 1,
  "elements": ["C", "C", "N", "N", "C", "C", "C", "C", "C", "C", "C", "C", "N", "O", "O", "H", "H", "H", "H", "H", "H", "H", "H", "H", "H", "H", "H", "H", "H"],
  "positions_angstrom": [[-1.87, 0.79, -1.47], [-2.57, -0.34, -0.69], [-1.87, -0.53, 0.64], [-0.46, -0.79, 0.33], [0.69, -0.30, 1.08], [1.82, 0.15, 0.27], [3.04, -0.40, 0.68], [4.17, -0.08, -0.01], [4.09, 0.78, -1.13], [2.87, 1.33, -1.49], [1.73, 1.08, -0.79], [0.28, -1.72, 1.13], [1.08, -2.73, 0.36], [1.37, -3.72, 1.02], [1.31, -2.45, -0.80], [-1.93, 0.55, -2.56], [-2.44, 1.71, -1.34], [-0.88, 0.79, -1.01], [-2.39, -1.32, -1.27], [-3.73, -0.27, -0.50], [-1.97, 0.30, 1.32], [-2.26, -1.27, 1.17], [0.63, 0.22, 2.00], [2.98, -1.03, 1.50], [5.13, -0.43, 0.36], [5.10, 1.17, -1.59], [3.04, 1.96, -2.43], [0.79, 1.37, -1.17], [0.03, -2.20, 2.08]]
}

# 2
{
  "formula": "C10H91Br2F3O43P2S",
  "method": "ωB97M-V/def2-TZVPD",
  "homo_ev": -9.850,
  "molar_mass_g_mol": 1210.6,
  "energy_ha": -10199.31999,
  "spin_multiplicity": 1,
  "elements": ["C", "O", "C", "P", "C", "P", "O", "O", "O", "O", "C", "C", "C", "O", "C", "Br", "C", "C", "Br", "S", "O", "O", "C", "F", "F", "F", "H", "H", "H", "H", "H", "H", "H", "H", "H", "H", "H", "H", "H", "H", "H", "H", "H", "H", "H", "H", "H", "O", "H", "H", "O", "H", "H", "O", "H", "H", "O", "H", "H", "O", "H", "H", "O", "H", "H", "O", "H", "H", "O", "H", "H", "O", "H", "H", "O", "H", "H", "O", "H", "H", "O", "H", "H", "O", "H", "H", "O", "H", "H", "O", "H", "H", "O", "H", "H", "O", "H", "H", "O", "H", "H", "O", "H", "H", "O", "H", "H", "O", "H", "H", "O", "H", "H", "O", "H", "H", "O", "H", "H", "O", "H", "H", "O", "H", "H", "O", "H", "H", "O", "H", "H", "O", "H", "H", "O", "H", "H", "O", "H", "H", "O", "H", "H", "O", "H", "H", "O", "H", "H", "O", "H", "H"],
  "positions_angstrom": [[-2.84, -1.03, 1.05], [-2.21, -0.63, -0.21], [-0.79, -0.60, 0.02], [0.37, -0.18, -1.39], [0.79, -1.38, -2.85], [1.26, -3.11, -2.25], [0.40, -3.66, -1.10], [2.96, -3.25, -1.99], [0.95, -4.15, -3.60], [1.63, -1.00, -0.58], [2.03, -0.60, 0.72], [1.95, -1.87, 1.75], [2.80, -3.13, 1.27], [2.61, -1.37, 2.97], [1.34, 1.48, -1.52], [0.94, 2.72, 0.03], [2.90, 1.30, -1.83], [3.91, 1.91, -0.72], [3.34, 2.34, -3.52], [-1.13, 0.64, -2.69], [-2.28, -0.31, -3.09], [-0.56, 0.97, -4.09], [-1.97, 2.22, -2.13], [-1.31, 3.42, -2.52], [-3.24, 2.25, -2.80], [-2.26, 2.30, -0.75], [-2.83, -0.13, 1.78], [-2.29, -1.88, 1.59], [-3.91, -1.42, 0.83], [-0.63, 0.19, 0.86], [-0.51, -1.67, 0.39], [1.68, -0.99, -3.46], [-0.07, -1.52, -3.58], [3.11, -4.19, -1.68], [1.59, -3.91, -4.33], [1.52, 0.25, 1.27], [3.16, -0.35, 0.70], [0.88, -2.11, 2.06], [3.66, -2.80, 0.57], [3.34, -3.54, 2.21], [2.19, -4.00, 0.86], [2.59, -0.38, 2.99], [0.95, 2.13, -2.39], [3.25, 0.24, -2.07], [3.63, 1.70, 0.36], [4.94, 1.41, -0.89], [4.06, 3.04, -0.82], [-2.13, -4.25, 0.05], [-1.34, -3.90, -0.39], [-2.54, -4.82, -0.61], [-2.94, -3.39, -2.89], [-3.83, -3.73, -3.08], [-3.07, -2.43, -2.85], [2.40, 1.84, 2.70], [1.99, 2.64, 2.34], [2.02, 1.76, 3.59], [-5.63, -2.46, -3.55], [-6.52, -2.80, -3.74], [-5.76, -1.50, -3.50], [0.45, 2.44, 4.65], [-0.15, 1.94, 5.22], [0.17, 3.36, 4.75], [-5.62, -1.90, 1.84], [-6.46, -1.90, 1.35], [-5.51, -2.82, 2.11], [5.63, -0.75, 4.00], [4.78, -0.78, 3.53], [5.75, -1.66, 4.31], [0.42, -0.42, 4.84], [0.07, -1.12, 5.42], [1.01, -0.88, 4.24], [-7.77, -2.01, 3.85], [-6.98, -1.66, 3.42], [-8.17, -2.58, 3.18], [-0.68, 6.58, -2.86], [-0.91, 6.56, -3.80], [-1.06, 5.76, -2.52], [2.05, 6.08, -0.05], [1.46, 5.44, -0.48], [1.77, 6.93, -0.41], [-4.03, 0.70, 4.22], [-4.62, 0.08, 3.79], [-4.30, 1.56, 3.86], [0.03, 1.78, 7.63], [0.78, 2.39, 7.53], [0.41, 0.91, 7.44], [-0.80, -2.83, 5.17], [-1.56, -2.55, 4.65], [-0.59, -3.71, 4.82], [4.84, 5.49, -4.10], [5.27, 5.33, -4.95], [4.35, 4.68, -3.93], [2.37, 8.68, 1.32], [3.10, 9.32, 1.26], [2.77, 7.84, 1.09], [1.83, 4.98, 5.70], [1.89, 5.81, 5.22], [2.68, 4.55, 5.55], [2.25, 7.37, -2.90], [2.59, 6.51, -2.61], [1.30, 7.31, -2.74], [-6.74, 0.84, 3.57], [-7.14, 1.65, 3.22], [-7.12, 0.76, 4.45], [-2.82, 1.45, 8.84], [-2.03, 1.76, 8.37], [-3.24, 0.85, 8.21], [4.92, 3.45, -6.42], [4.16, 3.75, -6.93], [5.15, 2.60, -6.80], [-6.93, 0.49, -1.82], [-6.00, 0.36, -1.58], [-6.90, 1.13, -2.54], [-3.52, 5.74, -2.33], [-4.47, 5.71, -2.13], [-3.29, 4.82, -2.51], [-4.39, 3.37, 4.55], [-4.78, 4.18, 4.20], [-4.77, 3.29, 5.43], [-9.44, -1.55, -1.55], [-8.71, -0.92, -1.63], [-9.03, -2.40, -1.78], [0.69, -5.53, 4.49], [1.43, -4.92, 4.38], [1.07, -6.40, 4.30], [3.79, -3.53, -4.83], [4.55, -3.31, -4.28], [4.16, -3.69, -5.70], [4.47, -0.26, -5.28], [3.59, -0.59, -5.49], [4.36, 0.70, -5.23], [5.58, -0.91, -1.48], [6.02, -1.08, -2.32], [5.09, -1.73, -1.30], [1.77, -8.58, 4.71], [1.42, -9.27, 5.28], [2.36, -9.04, 4.10], [4.73, 10.31, 0.96], [5.67, 10.09, 1.00], [4.64, 10.82, 0.15], [-1.04, -6.29, -1.29], [-0.12, -6.43, -1.04], [-1.00, -5.63, -2.00], [1.78, -6.71, -4.73], [1.19, -7.24, -4.19], [1.47, -5.80, -4.58], [-0.24, -1.11, -6.34], [-1.11, -1.45, -6.55], [-0.36, -0.15, -6.30], [2.25, -9.78, -5.74], [1.36, -10.11, -5.95], [2.13, -8.82, -5.69]]
}

# 3
{
  "formula": "C5H6LiO4Tb",
  "method": "ωB97M-V/def2-TZVPD",
  "homo_ev": [-10.527, -10.514],
  "molar_mass_g_mol": 296.0,
  "total_charge": 1,
  "energy_ha": -1326.81833,
  "s2": 15.775,
  "spin_multiplicity": 8,
  "elements": ["C", "C", "C", "C", "O", "O", "Tb", "Li", "H", "H", "H", "H", "H", "H", "O", "O", "C"],
  "positions_angstrom": [[-0.25, 1.64, -0.23], [-0.25, 0.65, -1.40], [0.69, -0.50, -1.21], [0.32, -1.77, -0.93], [1.13, -2.73, -0.54], [-1.13, 1.36, 0.81], [-2.84, 0.14, 1.29], [1.84, -1.52, 0.66], [-0.37, 2.67, -0.62], [0.76, 1.60, 0.23], [-0.01, 1.22, -2.31], [-1.28, 0.28, -1.54], [1.77, -0.26, -1.24], [-0.76, -2.02, -0.99], [1.14, -0.36, 2.15], [-0.84, -0.30, 3.30], [0.07, -0.11, 2.58]]
}

# 4
{
  "formula": "C29H49BrF6N4O10S",
  "method": "ωB97M-V/def2-TZVPD",
  "smiles": "C=C[C@]1([C@H](Br)CC)[C@H](C(=O)C(F)(F)C(F)(F)C(F)(F)C(=O)O)COS(=O)(=O)[C@H]1CCC.CN(C)C=O.CN(C)C=O.CN(C)C=O.CN(C)C=O",
  "homo_ev": -7.887,
  "molar_mass_g_mol": 839.7,
  "energy_ha": -5677.08193,
  "spin_multiplicity": 1,
  "elements": ["C", "C", "C", "C", "Br", "C", "C", "C", "C", "O", "C", "F", "F", "C", "F", "F", "C", "F", "F", "C", "O", "O", "C", "O", "S", "O", "O", "C", "C", "C", "C", "H", "H", "H", "H", "H", "H", "H", "H", "H", "H", "H", "H", "H", "H", "H", "H", "H", "H", "H", "H", "H", "C", "N", "C", "C", "O", "H", "H", "H", "H", "H", "H", "H", "C", "N", "C", "C", "O", "H", "H", "H", "H", "H", "H", "H", "C", "N", "C", "C", "O", "H", "H", "H", "H", "H", "H", "H", "C", "N", "C", "C", "O", "H", "H", "H", "H", "H", "H", "H"],
  "positions_angstrom": [[2.09, 2.14, 3.83], [2.59, 1.07, 3.15], [1.99, 0.37, 1.90], [2.93, 0.77, 0.72], [2.24, 0.45, -1.09], [4.36, 0.19, 0.85], [5.44, 1.26, 0.57], [0.50, 0.67, 1.65], [0.20, 2.03, 1.01], [0.80, 2.99, 1.24], [-0.92, 2.21, -0.10], [-0.49, 1.75, -1.27], [-1.18, 3.49, -0.27], [-2.29, 1.54, 0.16], [-2.21, 0.22, 0.28], [-3.00, 1.72, -0.96], [-3.17, 2.16, 1.31], [-4.05, 2.99, 0.73], [-2.49, 2.88, 2.18], [-4.03, 1.07, 2.00], [-3.96, 0.89, 3.15], [-4.88, 0.38, 1.22], [-0.43, 0.53, 2.88], [0.04, -0.30, 3.94], [0.80, -1.63, 3.45], [-0.18, -2.51, 2.90], [1.45, -2.19, 4.57], [2.09, -1.16, 2.27], [2.00, -2.11, 1.05], [2.26, -3.60, 1.45], [1.13, -4.46, 0.82], [1.65, 2.13, 4.83], [2.08, 3.11, 3.32], [3.50, 0.59, 3.54], [3.06, 1.85, 0.81], [4.50, -0.68, 0.21], [4.55, -0.17, 1.87], [5.04, 2.03, -0.10], [5.76, 1.75, 1.50], [6.32, 0.76, 0.15], [0.16, -0.07, 0.91], [-4.78, -0.54, 1.52], [-1.44, 0.19, 2.64], [-0.55, 1.53, 3.31], [3.05, -1.34, 2.75], [2.80, -1.86, 0.36], [1.05, -2.01, 0.52], [3.19, -3.96, 0.98], [2.23, -3.76, 2.53], [0.98, -5.40, 1.37], [1.31, -4.65, -0.24], [0.17, -3.94, 0.86], [-2.34, 5.38, 6.46], [-1.37, 4.37, 6.10], [-1.37, 3.84, 4.75], [-0.46, 3.90, 6.98], [0.37, 3.05, 6.73], [-3.35, 4.99, 6.32], [-2.21, 6.26, 5.83], [-2.22, 5.67, 7.50], [-1.54, 2.77, 4.78], [-0.40, 4.03, 4.28], [-2.15, 4.32, 4.16], [-0.55, 4.36, 7.98], [-2.13, 1.95, -4.87], [-1.13, 1.00, -5.29], [-1.17, 0.48, -6.65], [-0.16, 0.58, -4.46], [0.72, -0.22, -4.75], [-3.12, 1.50, -4.96], [-2.08, 2.84, -5.50], [-1.96, 2.24, -3.83], [-1.27, -0.61, -6.62], [-0.23, 0.72, -7.16], [-2.00, 0.90, -7.20], [-0.22, 1.03, -3.46], [4.79, -8.67, 0.39], [5.20, -7.28, 0.38], [6.62, -6.97, 0.38], [4.31, -6.27, 0.38], [4.60, -5.09, 0.38], [5.18, -9.17, 1.28], [5.18, -9.17, -0.50], [3.70, -8.75, 0.39], [6.86, -6.38, 1.27], [6.86, -6.38, -0.50], [7.21, -7.88, 0.38], [3.26, -6.62, 0.38], [-7.23, 2.73, -7.08], [-6.20, 1.79, -7.47], [-6.21, 1.25, -8.82], [-5.24, 1.39, -6.62], [-4.35, 0.60, -6.89], [-8.22, 2.27, -7.18], [-7.18, 3.61, -7.72], [-7.10, 3.04, -6.04], [-6.30, 0.17, -8.79], [-5.27, 1.51, -9.32], [-7.04, 1.67, -9.38], [-5.33, 1.85, -5.62]]
}

# 5
{
  "formula": "C4H35NO15",
  "method": "ωB97M-V/def2-TZVPD",
  "homo_ev": -9.348,
  "molar_mass_g_mol": 337.3,
  "energy_ha": -1356.82171,
  "spin_multiplicity": 1,
  "elements": ["C", "O", "C", "C", "C", "O", "N", "H", "H", "H", "H", "H", "H", "H", "H", "H", "H", "H", "O", "H", "H", "O", "H", "H", "O", "H", "H", "O", "H", "H", "O", "H", "H", "O", "H", "H", "O", "H", "H", "O", "H", "H", "O", "H", "H", "O", "H", "H", "O", "H", "H", "O", "H", "H", "O"],
  "positions_angstrom": [[0.24, 0.92, 1.23], [1.59, 0.99, 1.64], [0.16, 0.43, -0.22], [-1.30, 0.26, -0.64], [-1.42, 0.16, -2.13], [-1.39, -0.91, -2.70], [0.84, 1.40, -1.17], [-0.28, 0.18, 1.95], [-0.16, 1.90, 1.37], [2.08, 0.18, 1.51], [0.68, -0.50, -0.35], [-1.76, -0.59, -0.13], [-1.91, 1.10, -0.25], [-1.57, 1.08, -2.72], [1.77, 1.61, -0.93], [0.35, 2.29, -1.24], [-0.93, -4.86, 0.93], [-1.26, -3.82, -0.24], [-1.59, -4.17, 0.60], [4.86, 0.22, -0.46], [3.57, -0.05, 0.33], [3.91, 0.51, -0.37], [2.15, 2.46, 0.93], [2.99, 3.74, 0.98], [2.26, 3.35, 0.54], [0.15, -1.89, 2.75], [1.02, -1.09, 3.69], [1.06, -1.89, 3.16], [1.13, -2.82, -1.26], [2.31, -1.99, -1.74], [2.06, -2.62, -1.08], [-2.95, 4.31, 0.03], [-1.71, 3.63, -0.37], [-2.66, 3.56, -0.37], [-3.78, 0.11, 1.15], [-4.15, -0.34, 2.60], [-3.68, -0.61, 1.83], [1.82, 0.11, -2.62], [3.19, -0.08, -1.81], [2.65, -0.46, -2.53], [-0.86, -2.34, -1.92], [-0.56, -3.82, -2.39], [-0.46, -3.21, -1.64], [-2.19, -1.43, 2.02], [-1.43, -2.70, 1.44], [-1.30, -1.84, 1.91], [-3.57, 2.13, -0.10], [-5.00, 1.61, -0.14], [-4.12, 1.35, 0.04], [2.51, -1.92, 0.37], [2.22, -1.63, 1.95], [2.77, -1.35, 1.18], [0.23, 4.82, -1.16], [0.78, 4.02, 0.07], [-0.07, 4.29, -0.39]]
}